{"formula": "C3H10NOS2", "method": "the ωB97M-V functional and the def2-TZVPD basis", "fmax_ev_per_a": 0.89, "charge": -1, "relative_energy_kcal_mol": 56.0, "e_lumo_ev": 3.01, "total_energy_ev": -28480.6971, "elements": ["C", "N", "C", "O", "H", "H", "H", "H", "H", "H", "C", "S", "S", "H", "H", "H", "H"], "xyz": [[-2.274455, 0.806008, -0.612130], [-1.070832, 1.257596, 0.103423], [0.142080, 0.887526, -0.767466], [0.066580, 1.230617, -2.041694], [-2.248196, 1.168785, -1.644429], [-3.166764, 1.237549, -0.143482], [-2.381639, -0.284037, -0.592519], [-1.096633, 2.272140, 0.083567], [0.247653, -0.221565, -0.621138], [0.983391, 1.343036, -0.200392], [2.378630, -1.379091, 0.349005], [1.564555, -0.527695, 1.766436], [0.169300, -1.921544, 2.385644], [3.174120, -2.033836, 0.700196], [2.782726, -0.634451, -0.336776], [1.584051, -1.899022, -0.185065], [-0.854570, -1.302018, 1.756818]], "atomic_forces_ev_per_a": [[-0.12, 0.78, 0.21], [0.00, -0.82, -0.35], [-0.30, 0.13, -0.42], [0.03, 0.14, 0.14], [0.00, -0.34, -0.15], [-0.01, -0.12, 0.13], [0.21, 0.06, -0.02], [0.03, 0.07, -0.04], [-0.23, 0.03, 0.17], [0.21, 0.11, 0.11], [-0.50, 0.18, 0.32], [0.52, -0.49, 0.02], [0.12, 0.50, -0.29], [-0.12, -0.11, -0.05], [-0.07, 0.20, 0.19], [0.24, -0.16, 0.03], [-0.01, -0.16, 0.02]]}

{"formula": "C6H10N", "method": "the ωB97M-V functional and the def2-TZVPD basis", "fmax_ev_per_a": 4.59, "charge": 1, "relative_energy_kcal_mol": 68.9, "e_lumo_ev": -3.92, "total_energy_ev": -7863.3585, "smiles": "C[N@@H+]1[C@@H]2C=C[C@@]21C", "elements": ["C", "C", "C", "C", "C", "C", "N", "H", "H", "H", "H", "H", "H", "H", "H", "H", "H"], "xyz": [[-0.897003, 1.751060, -0.416990], [-1.456033, 0.548772, -0.432064], [0.546975, 1.248180, -0.417836], [-0.125994, -0.232033, -0.693983], [0.214683, -1.270638, -1.660599], [0.073853, 0.117824, 1.883058], [0.684968, 0.105841, 0.527792], [-1.181999, 2.699869, -0.047209], [-2.395873, 0.090330, -0.193034], [1.410828, 1.649784, -0.804574], [1.328569, -1.357993, -1.742639], [-0.307211, -1.316159, -2.607144], [-0.046502, -2.132237, -1.136278], [0.883936, 0.008098, 2.682031], [-0.420442, 1.066910, 2.131157], [-0.525273, -0.761078, 1.706744], [1.621217, -0.214597, 0.716528]], "atomic_forces_ev_per_a": [[1.13, -0.81, 1.45], [0.78, -0.95, -0.65], [-3.00, -2.94, -0.96], [0.72, 4.52, 0.35], [2.02, -0.25, 0.41], [0.87, -0.06, 0.97], [-0.09, 1.31, 0.81], [-0.72, 0.85, -0.15], [-0.46, 0.29, -0.12], [1.79, 0.75, -0.86], [-0.92, 0.26, -0.45], [-0.01, 0.67, -0.08], [-0.59, -2.16, 0.54], [-1.07, -0.28, -1.27], [-0.26, -0.66, -0.47], [-0.85, -0.09, 1.68], [0.63, -0.45, -1.18]]}

{"formula": "C52H92F9O26Zn", "method": "the ωB97M-V functional and the def2-TZVPD basis", "fmax_ev_per_a": 2.55, "charge": 1, "e_lumo_ev": -4.45, "total_energy_ev": -181515.5038, "elements": ["Zn", "C", "O", "O", "C", "F", "F", "F", "C", "C", "H", "H", "H", "H", "H", "H", "C", "O", "C", "C", "O", "C", "H", "H", "H", "H", "H", "H", "H", "H", "H", "H", "C", "O", "C", "C", "O", "C", "H", "H", "H", "H", "H", "H", "H", "H", "H", "H", "C", "O", "C", "C", "O", "C", "H", "H", "H", "H", "H", "H", "H", "H", "H", "H", "C", "O", "C", "C", "O", "C", "H", "H", "H", "H", "H", "H", "H", "H", "H", "H", "O", "C", "O", "C", "C", "C", "H", "H", "H", "H", "H", "H", "O", "C", "O", "C", "C", "C", "H", "H", "H", "H", "H", "H", "O", "C", "O", "C", "C", "C", "H", "H", "H", "H", "H", "H", "O", "C", "O", "C", "C", "C", "H", "H", "H", "H", "H", "H", "O", "C", "O", "C", "C", "C", "H", "H", "H", "H", "H", "H", "O", "C", "O", "C", "C", "C", "H", "H", "H", "H", "H", "H", "C", "C", "O", "C", "O", "C", "F", "F", "F", "H", "H", "H", "H", "H", "C", "C", "O", "C", "O", "C", "F", "F", "F", "H", "H", "H", "H", "H"], "xyz": [[-0.084622, -3.102090, -1.335667], [-0.625365, -1.819850, 0.934222], [-0.980295, -1.406458, -0.377584], [-0.042181, -3.035058, 0.687156], [0.295067, -0.806554, 1.644307], [-0.385959, 0.324256, 1.902554], [0.703426, -1.298125, 2.803351], [1.353773, -0.469787, 0.921116], [-1.902800, -0.331062, -0.606097], [-1.215456, 0.636106, -1.554454], [-0.237354, 0.999290, -1.240595], [-1.034189, 0.090528, -2.482501], [-1.824037, 1.497145, -1.835277], [-2.372304, 0.162141, 0.241971], [-2.746276, -0.847401, -1.072889], [-1.562862, -1.952610, 1.487535], [6.344286, 5.247183, 0.316239], [5.503396, 4.124946, 0.158805], [4.929272, 3.707024, 1.363331], [3.829927, 2.691735, 1.148049], [2.722942, 3.327015, 0.517533], [1.538302, 2.536104, 0.583231], [5.737693, 6.094167, 0.653561], [6.801938, 5.477359, -0.641746], [7.148438, 5.136445, 1.049861], [4.379536, 4.567213, 1.779794], [5.650481, 3.355323, 2.108236], [3.608988, 2.194665, 2.099039], [4.093519, 1.866855, 0.468014], [1.576443, 1.970617, 1.515235], [1.470750, 1.886761, -0.294718], [0.694260, 3.223549, 0.597801], [5.991857, 2.372158, -3.701624], [4.618103, 2.535116, -3.905223], [3.993332, 3.035684, -2.734228], [2.505759, 3.222685, -2.966694], [1.955589, 2.076254, -3.563857], [0.664370, 2.220264, -4.094810], [6.443226, 3.293954, -3.306634], [6.508861, 2.174372, -4.639413], [6.245426, 1.596042, -2.965863], [4.466887, 3.961622, -2.396318], [4.166515, 2.335824, -1.903980], [2.443298, 4.144665, -3.553455], [2.057947, 3.344451, -1.976778], [-0.051226, 2.306410, -3.265174], [0.353006, 1.357581, -4.682952], [0.584374, 3.113218, -4.722620], [-4.666774, 2.837518, -0.008519], [-3.660604, 3.776249, -0.278060], [-2.423113, 3.572249, 0.361916], [-2.303273, 4.202473, 1.733394], [-2.214969, 5.603711, 1.620022], [-1.999915, 6.184303, 2.894700], [-4.918285, 2.879298, 1.052336], [-4.309090, 1.828922, -0.287519], [-5.536675, 2.879210, -0.662111], [-1.665860, 3.956941, -0.326867], [-2.178037, 2.501946, 0.385069], [-1.428567, 3.800748, 2.256313], [-3.190409, 3.906074, 2.307106], [-1.025745, 5.965782, 3.342968], [-2.790128, 5.797840, 3.549534], [-2.106668, 7.263736, 2.814278], [-3.084807, -0.845744, 7.740898], [-2.964899, -0.490700, 6.388207], [-2.702441, -1.585815, 5.535383], [-2.541920, -1.018940, 4.129321], [-3.622432, -0.151458, 3.829805], [-3.600132, 0.370312, 2.530897], [-3.618780, -1.779813, 7.945399], [-3.604872, -0.064799, 8.294243], [-2.086257, -0.931485, 8.187077], [-3.556464, -2.275424, 5.557450], [-1.799853, -2.055099, 5.946176], [-2.670849, -1.886256, 3.465662], [-1.545391, -0.599903, 3.992819], [-2.853241, 1.100709, 2.211906], [-4.575378, 0.827566, 2.347358], [-3.650136, -0.466140, 1.816850], [-0.487172, -2.289475, -3.158788], [-0.707955, -2.212043, -4.358781], [-0.682848, -1.041153, -4.941443], [-0.850743, -1.104757, -6.365397], [-1.040621, -2.591055, -6.669336], [-0.953877, -3.329641, -5.321471], [0.006070, -0.655461, -6.865103], [-1.731618, -0.501893, -6.585421], [-0.265754, -2.991545, -7.320305], [-2.002438, -2.745503, -7.153658], [-0.165463, -4.076125, -5.303184], [-1.929942, -3.728681, -5.027610], [-4.387176, -3.273627, -4.715667], [-4.543352, -2.091009, -4.590997], [-4.496144, -1.245660, -5.634975], [-4.558515, 0.132501, -5.270229], [-4.342233, 0.118899, -3.745970], [-4.692768, -1.286119, -3.302483], [-5.579665, 0.454035, -5.484790], [-3.839447, 0.755554, -5.792800], [-5.024261, 0.809867, -3.245340], [-3.349602, 0.497433, -3.502458], [-5.774345, -1.360017, -3.126087], [-4.264232, -1.703354, -2.397813], [4.470841, -6.041921, 3.813507], [4.290239, -5.620842, 2.712376], [3.874384, -4.352806, 2.501541], [3.659077, -4.084067, 1.122891], [4.226323, -5.293992, 0.350276], [4.456589, -6.380544, 1.399113], [4.207998, -3.173840, 0.883919], [2.594075, -3.940834, 0.924198], [5.043422, -4.932154, -0.278334], [3.510806, -5.575809, -0.427328], [5.473646, -6.761120, 1.427262], [3.674244, -7.099002, 1.176099], [1.508063, -1.719543, -1.506779], [2.536014, -1.202762, -1.911337], [3.490321, -0.873019, -1.056342], [4.525392, -0.081631, -1.714247], [4.286659, -0.251882, -3.205348], [2.829886, -0.717199, -3.297099], [5.493670, -0.498259, -1.453027], [4.322128, 0.922198, -1.343693], [4.945425, -1.032520, -3.588137], [4.516509, 0.648150, -3.774146], [2.680017, -1.484446, -4.055998], [2.125425, 0.081718, -3.549403], [0.719495, -2.841599, 7.647374], [0.765087, -3.431265, 6.607097], [1.464313, -2.992024, 5.566540], [1.393351, -3.848684, 4.442441], [0.146810, -4.730117, 4.700179], [-0.011141, -4.657904, 6.227002], [2.272467, -4.500567, 4.436396], [1.403681, -3.405238, 3.451560], [0.316113, -5.763463, 4.395763], [-0.761643, -4.425096, 4.179363], [0.408263, -5.509144, 6.764276], [-1.031764, -4.509665, 6.575420], [-7.223974, -3.746478, 0.643200], [-6.137486, -3.995584, 1.076603], [-5.827950, -5.261512, 1.426795], [-4.405442, -5.344477, 1.618624], [-4.011425, -3.957835, 2.117853], [-4.915928, -3.097496, 1.251213], [-3.908815, -5.661241, 0.701111], [-4.174659, -6.079298, 2.389306], [-2.950613, -3.822897, 1.898506], [-4.247151, -3.779709, 3.164501], [-4.560393, -2.935381, 0.227953], [-5.246624, -2.123165, 1.605786], [-2.746244, 3.252808, -4.167657], [-3.580496, 4.335616, -3.502825], [-4.912099, 3.869181, -3.256421], [-5.707045, 3.642826, -4.303023], [-5.363778, 3.793845, -5.436229], [-7.119940, 3.221029, -3.876834], [-7.314722, 3.374230, -2.573982], [-8.015629, 3.912649, -4.566862], [-7.292102, 1.914015, -4.180489], [-2.571589, 2.466424, -3.432313], [-1.789974, 3.571843, -4.579271], [-3.273416, 2.869443, -5.038651], [-3.660827, 5.202585, -4.165039], [-3.158522, 4.721132, -2.580189], [4.540440, -0.134998, 1.913871], [4.835157, -0.425476, 3.372989], [5.966807, 0.268227, 3.883056], [5.944009, 1.593459, 3.902587], [5.011820, 2.248631, 3.554673], [7.222983, 2.195920, 4.534358], [7.886329, 1.256914, 5.196410], [7.971841, 2.735497, 3.552928], [6.931032, 3.200117, 5.367709], [5.415229, -0.046226, 1.269877], [3.905117, 0.733772, 1.745245], [3.945734, -0.977815, 1.553650], [4.979475, -1.486512, 3.574452], [3.978669, -0.206000, 4.019498]], "atomic_forces_ev_per_a": [[0.42, 2.14, 1.31], [-0.37, -1.59, -0.78], [-0.31, 1.11, 0.34], [0.43, -0.56, -0.61], [-0.46, -0.30, -0.39], [-0.20, 0.28, -0.02], [0.19, -0.12, 0.36], [0.29, -0.10, -0.11], [-0.41, 0.14, -1.07], [-0.26, -0.22, -0.81], [-0.13, -0.10, 0.49], [0.10, 0.06, -0.07], [-0.14, -0.04, 0.36], [0.83, -0.29, 0.59], [-0.10, 0.41, -0.38], [0.16, 0.38, 0.47], [-0.30, 0.39, 0.16], [0.63, -0.49, -0.63], [-0.82, 0.59, 0.19], [-0.05, 0.05, -1.40], [-0.38, 0.21, 0.50], [0.86, 0.68, 0.20], [0.06, 0.17, -0.11], [-0.11, -0.03, -0.11], [-0.04, -0.45, 0.08], [0.25, 0.00, 0.36], [0.00, 0.36, -0.73], [-0.59, 1.04, -0.19], [0.56, 0.36, 0.01], [-0.39, -0.20, -0.15], [-0.03, -0.27, 0.11], [-0.12, -0.04, -0.04], [1.06, 0.83, 0.31], [-0.12, 0.56, -0.14], [0.08, -0.69, 0.41], [0.73, 0.39, 0.51], [0.31, -0.41, -0.76], [-0.50, 0.71, 0.63], [-0.12, -0.02, -0.02], [-0.32, -0.23, -0.10], [-0.18, -0.11, -0.11], [-0.20, 0.18, -0.13], [-0.14, 0.52, -0.33], [-0.73, -0.21, -0.31], [-0.10, 0.51, -0.05], [-0.08, 0.18, -0.19], [0.45, -0.18, 0.03], [0.05, 0.00, -0.01], [0.61, -1.13, 0.14], [-0.35, 0.59, -0.81], [0.37, -0.28, -0.48], [-0.21, -0.10, -0.36], [0.44, -0.18, 0.00], [-0.74, 0.00, 0.14], [-0.41, -0.25, -0.06], [0.30, -0.13, 0.54], [-0.01, 1.12, 0.13], [0.01, 0.45, 0.16], [-0.24, -0.15, 0.43], [0.13, -0.08, -0.02], [-0.04, 0.12, 0.23], [0.07, -0.22, -0.25], [0.16, 0.23, 0.31], [-0.01, -0.04, -0.15], [0.57, 0.03, 0.78], [-0.59, 0.13, -0.14], [-0.35, 1.16, 0.62], [-0.43, -1.05, -0.03], [0.75, 0.67, 0.36], [-1.55, -0.77, -0.65], [-0.08, -0.08, -0.42], [-0.05, 0.16, -0.30], [-0.01, -0.16, 0.03], [0.10, -0.14, 0.05], [0.09, -0.44, -0.66], [0.49, -0.06, -0.22], [-0.11, 0.44, -0.04], [0.48, -0.15, 0.64], [0.03, 0.30, 0.40], [0.57, -0.06, -0.15], [-0.36, -0.42, 0.74], [0.70, -0.45, -0.49], [0.26, 0.44, 0.89], [-0.46, -0.23, -0.40], [-0.05, -0.60, -0.47], [-0.73, 0.94, -0.25], [0.11, -0.02, 0.30], [0.03, -0.12, -0.08], [-0.05, 0.26, -0.17], [0.04, -0.12, 0.04], [-0.10, -0.10, 0.28], [0.15, -0.41, -0.08], [-0.11, 0.03, -0.12], [1.15, 0.00, 0.84], [0.50, -0.41, -0.97], [-1.16, -0.20, 1.35], [-0.24, 1.17, 0.59], [-1.03, -0.27, -0.93], [0.20, 0.25, -0.24], [0.08, -0.33, -0.27], [0.08, 0.19, -0.19], [0.18, -0.59, 0.11], [-0.01, 0.24, 0.12], [0.51, -0.11, -0.29], [0.09, 0.01, 0.04], [-0.52, -0.68, 0.23], [-0.03, 0.11, 0.05], [0.25, -0.12, -0.36], [-0.28, 0.99, -1.18], [0.14, 1.43, -0.62], [-0.19, 0.08, -0.02], [0.00, 0.13, 0.26], [0.59, -0.41, 0.58], [-0.17, -0.34, 0.30], [-0.19, -0.51, -0.25], [0.32, -0.61, 0.87], [0.25, -0.97, -0.07], [-0.13, 0.54, 0.17], [-0.15, -0.56, -0.32], [-0.39, -0.28, -0.08], [-0.04, -0.33, -0.49], [0.28, -0.06, -0.36], [-0.01, 0.30, 0.50], [0.66, -0.48, 0.01], [-0.03, -0.13, 0.08], [-0.52, -0.29, 0.19], [-0.01, -0.25, 0.19], [0.24, -0.05, 0.33], [0.21, 0.01, 0.08], [-0.79, 0.15, 0.59], [0.92, 1.34, -0.96], [-0.26, -2.19, -0.07], [0.04, -0.63, 0.25], [-0.16, -0.01, -0.28], [0.03, 0.14, 0.28], [-0.25, 0.86, 0.40], [0.13, 0.07, -0.15], [0.10, 0.42, 0.03], [-0.01, -0.06, -0.11], [-0.02, -0.15, -0.02], [0.27, 0.54, 0.17], [-0.77, -0.18, -0.48], [0.81, -0.40, -0.01], [-0.21, -0.20, 1.39], [0.47, 0.30, -1.21], [-0.80, 0.11, -0.37], [-0.05, 0.26, -0.17], [-0.31, -0.23, -0.14], [0.05, 0.26, 0.37], [0.15, -0.31, 0.09], [0.32, -0.10, 0.06], [0.15, -0.08, 0.31], [-0.10, -0.25, 0.14], [0.53, 0.85, -1.39], [-0.70, -0.50, 0.83], [1.43, 0.89, 0.35], [-0.60, -0.27, -0.52], [0.00, -0.36, -0.31], [-0.22, 0.02, -0.03], [-0.04, 0.06, 0.22], [0.06, 0.09, 0.14], [0.07, -0.10, -0.26], [0.05, 0.44, 0.41], [-0.15, -0.17, 0.16], [-0.05, -0.10, -0.10], [-0.33, -0.46, 0.32], [-0.84, -0.71, -0.02], [-0.98, -0.10, 0.12], [1.32, 0.23, 0.24], [-0.57, -1.15, 0.75], [-0.07, 0.35, 0.81], [-0.20, 0.29, -0.12], [0.35, 0.36, -0.17], [0.15, -0.47, 0.13], [-0.17, -0.43, -0.09], [0.24, -0.08, 0.23], [0.53, -1.02, 0.50], [0.13, -0.06, -0.13], [0.67, 0.09, -0.23], [-0.07, 0.42, -0.23]]}

Asked for highest occupied orbital energy across the records above, the calculation gives -2.6 -14.0 -11.1 eV in order.